Entry 1:
The following is a quantum chemistry calculation of a molecular structure, B4F16Fe at a distorted geometry, from the OMol25 dataset.

The charge is -2. As for the spin multiplicity: 5. The expectation value of S² is 6.00. As for the largest force on an atom: 1.67 eV Å⁻¹. For the HOMO-LUMO gap (alpha / beta), the calculation gives 10.8 / 8.8 eV.

CARTESIAN COORDINATES (ANGSTROEM)
Fe (3.424, -25.438, 7.135)
B (4.345, -23.929, 9.194)
F (4.739, -23.949, 7.833)
F (5.322, -24.523, 10.001)
F (4.154, -22.598, 9.583)
F (3.176, -24.703, 9.223)
B (5.304, -27.303, 7.400)
F (4.790, -28.346, 6.654)
F (5.398, -26.091, 6.635)
F (4.312, -27.020, 8.395)
F (6.515, -27.589, 8.024)
B (0.694, -25.407, 7.433)
F (1.500, -24.273, 7.176)
F (-0.317, -25.557, 6.457)
F (1.576, -26.513, 7.377)
F (0.112, -25.281, 8.679)
B (3.452, -25.204, 4.515)
F (3.473, -24.169, 5.473)
F (2.329, -25.062, 3.697)
F (4.646, -25.136, 3.798)
F (3.274, -26.363, 5.307)

Entry 2:
The following is a quantum chemistry calculation of a molecular structure, BBrF4Mn2 at a distorted geometry, from the OMol25 dataset.

The charge is +2. As for the spin multiplicity: 11. The expectation value of S² is 30.03. As for the largest force on an atom: 4.70 eV Å⁻¹. For the HOMO-LUMO gap (alpha / beta), the calculation gives 5.3 / 5.6 eV.

CARTESIAN COORDINATES (ANGSTROEM)
Mn (-2.672, 0.318, -0.923)
Mn (1.598, 2.812, 1.588)
Br (-1.800, 2.695, 1.392)
B (0.599, -1.207, -0.389)
F (1.026, -0.197, 0.431)
F (-0.636, -1.567, 0.038)
F (0.492, -0.610, -1.579)
F (1.392, -2.244, -0.558)

Let's list energy above the lowest of the compared OMol25 structures with the same formula, charge and spin in order: 0.3244, 5.4672 eV.